[1]
Entry from OMol25: a single C2H4ClNO3 molecule at a distorted geometry (wB97M-V/def2-TZVPD).

Calculated values
- charge = 0
- energy (eV) = -22289.2665
- Kohn-Sham gap (eV) = 10.33
- SMILES string = CON(O)C(=O)Cl
- LUMO level (eV) = 0.61
- highest occupied orbital energy (eV) = -9.73
- energy above the lowest of the compared OMol25 structures with the same formula, charge and spin (kcal per mole) = 122.2

Last column: Mulliken charge in e.
Positions of all 11 atoms, in Å:
1 C 0.930 -1.454 -0.332  0.51
2 C 0.111 1.425 0.115  -0.52
3 N -0.523 -0.630 -0.750  0.03
4 O 1.800 -1.574 -1.124  -0.39
5 O -1.370 -0.733 0.389  -0.43
6 O -0.206 0.688 -0.996  -0.22
7 Cl 0.777 -2.084 1.162  -0.06
8 H 0.442 2.404 -0.172  0.33
9 H 1.046 1.046 0.780  0.19
10 H -0.745 1.477 0.902  0.22
11 H -2.261 -0.564 0.027  0.34

=====

[2]
Entry from OMol25: a 9-piece molecular cluster, C9H29N10O18P overall at a distorted geometry (wB97M-V/def2-TZVPD).

Calculated values
- charge = 0
- energy (eV) = -70825.3348
- Kohn-Sham gap (eV) = 8.49
- SMILES string = N=[PH2]OC(N)=O.C[N+](=O)[O-].C[N+](=O)[O-].C[N+](=O)[O-].C[N+](=O)[O-].C[N+](=O)[O-].C[N+](=O)[O-].C[N+](=O)[O-].C[N+](=O)[O-]
- LUMO level (eV) = -0.19
- highest occupied orbital energy (eV) = -8.69

Last column: Mulliken charge in e.
Positions of all 67 atoms, in Å:
1 N 3.271 2.038 0.880  -0.73
2 P 2.751 1.013 -0.166  0.60
3 O 1.183 1.319 -0.657  -0.38
4 C 0.230 0.475 -0.227  0.49
5 N -1.031 1.068 -0.131  -0.43
6 O 0.417 -0.638 0.028  -0.33
7 H 2.559 2.718 1.126  0.26
8 H 2.845 -0.298 0.322  0.06
9 H 3.497 1.107 -1.352  0.04
10 H -1.148 1.753 -0.870  0.27
11 H -1.047 1.600 0.739  0.28
12 C 0.842 -2.484 -2.565  -0.73
13 N 1.563 -1.572 -3.497  0.97
14 O 2.334 -0.767 -3.020  -0.51
15 O 1.328 -1.690 -4.680  -0.54
16 H 1.152 -2.264 -1.550  0.23
17 H -0.221 -2.301 -2.695  0.31
18 H 1.100 -3.501 -2.842  0.29
19 C -1.289 0.938 -5.872  -0.73
20 N -1.890 0.453 -4.598  0.88
21 O -1.170 -0.165 -3.840  -0.50
22 O -3.057 0.708 -4.407  -0.52
23 H -0.249 0.633 -5.899  0.25
24 H -1.851 0.492 -6.686  0.30
25 H -1.384 2.019 -5.885  0.29
26 C 3.635 5.956 2.983  -0.70
27 N 2.317 5.797 2.308  0.82
28 O 1.543 6.731 2.339  -0.54
29 O 2.114 4.733 1.768  -0.52
30 H 3.681 6.946 3.417  0.31
31 H 3.703 5.186 3.745  0.28
32 H 4.403 5.817 2.229  0.28
33 C 3.922 -1.661 -6.227  -0.72
34 N 4.981 -1.150 -7.143  0.88
35 O 6.129 -1.475 -6.923  -0.53
36 O 4.616 -0.435 -8.053  -0.54
37 H 4.391 -2.279 -5.471  0.32
38 H 3.432 -0.804 -5.782  0.28
39 H 3.223 -2.236 -6.825  0.30
40 C -3.156 4.651 0.955  -0.73
41 N -3.087 3.195 1.261  0.89
42 O -2.186 2.815 1.992  -0.59
43 O -3.927 2.487 0.765  -0.48
44 H -2.342 5.150 1.467  0.32
45 H -3.070 4.760 -0.122  0.28
46 H -4.119 5.010 1.302  0.29
47 C -1.477 -1.333 2.828  -0.55
48 N -0.703 -1.894 3.970  0.95
49 O -1.302 -2.554 4.796  -0.54
50 O 0.489 -1.668 3.993  -0.55
51 H -2.515 -1.619 2.937  0.25
52 H -1.365 -0.254 2.855  0.27
53 H -1.050 -1.741 1.915  0.19
54 C 0.465 -5.050 2.723  -0.46
55 N 0.217 -5.282 1.272  0.91
56 O -0.754 -5.937 0.961  -0.54
57 O 1.010 -4.790 0.495  -0.53
58 H -0.315 -5.539 3.291  0.29
59 H 1.440 -5.465 2.957  0.30
60 H 0.457 -3.977 2.885  0.03
61 C -4.954 -2.001 6.418  -0.71
62 N -5.243 -2.245 4.978  0.86
63 O -6.210 -2.918 4.699  -0.52
64 O -4.472 -1.753 4.182  -0.51
65 H -5.713 -2.498 7.010  0.30
66 H -3.966 -2.403 6.622  0.27
67 H -4.973 -0.927 6.575  0.29

=====

[3]
Entry from OMol25: C47H55F8N4O2Te2Y as an isolated structure at a distorted geometry (wB97M-V/def2-TZVPD).

Calculated values
- charge = -2
- energy (eV) = -97062.5278
- Kohn-Sham gap (alpha / beta) (eV) = 5.72 / 5.72
- LUMO level (alpha / beta) (eV) = 3.23 / 3.23
- highest occupied orbital energy (alpha / beta) (eV) = -2.49 / -2.49
- energy above the lowest of the compared OMol25 structures with the same formula, charge and spin (kcal per mole) = 76.3

Last column: Mulliken charge in e.
Positions of all 119 atoms, in Å:
1 Y -0.487 2.055 -0.335  2.14
2 C -4.378 1.883 5.026  -1.09
3 C -2.902 2.205 5.081  -1.07
4 C -2.155 1.756 3.931  0.47
5 C -1.267 0.713 3.906  0.70
6 C -0.744 -0.074 5.074  -1.09
7 C -1.558 -1.382 5.349  -1.11
8 C -0.914 0.515 2.533  0.49
9 C -0.268 -0.634 2.082  -0.83
10 C 0.007 -1.106 0.774  -0.14
11 C 0.655 -2.318 0.363  1.05
12 C 1.302 -3.383 1.205  -0.10
13 C 0.175 -4.195 1.929  -1.28
14 C 0.495 -2.404 -1.006  0.74
15 C -0.091 -1.177 -1.439  -0.11
16 C -0.314 -0.725 -2.745  -0.61
17 C -1.021 0.400 -3.149  0.13
18 N -1.469 1.416 -2.318  -0.23
19 C -2.079 2.316 -3.140  0.59
20 C -2.908 3.365 -2.652  -0.99
21 C -3.224 3.710 -1.351  -0.13
22 N -2.699 3.054 -0.288  -1.03
23 C -3.144 3.733 0.837  -0.19
24 C -2.912 3.380 2.168  -0.16
25 C -2.180 2.287 2.604  0.03
26 N -1.502 1.513 1.736  -0.61
27 C -3.996 4.826 0.448  0.94
28 C -3.980 4.825 -0.895  1.18
29 C -4.670 5.869 -1.700  -1.15
30 C -3.851 7.126 -1.997  -1.13
31 C -4.575 5.909 1.322  -1.13
32 C -5.962 5.535 1.808  -0.92
33 C -1.841 1.951 -4.550  0.62
34 C -1.154 0.787 -4.526  -0.15
35 C -0.756 -0.033 -5.650  -0.97
36 C -2.027 -0.920 -6.108  -0.91
37 C -2.250 2.627 -5.839  -0.90
38 C -3.750 2.538 -5.988  -1.05
39 N -0.406 -0.389 -0.366  -0.86
40 C 0.916 -3.536 -1.894  -0.50
41 C -0.187 -4.389 -2.486  -1.09
42 H -4.877 2.105 5.915  0.46
43 H -4.472 0.758 5.008  0.21
44 H -4.827 2.324 4.155  0.24
45 H -2.342 1.897 5.952  0.34
46 H -2.828 3.271 5.074  0.39
47 H -0.696 0.579 5.921  0.55
48 H 0.278 -0.330 4.813  0.42
49 H -2.528 -1.271 5.772  0.35
50 H -1.032 -2.098 6.044  0.34
51 H -1.695 -1.962 4.457  0.27
52 H 0.127 -1.313 2.833  0.37
53 H 1.947 -2.977 1.964  0.21
54 H 1.936 -3.965 0.467  -0.38
55 H -0.604 -3.595 2.286  0.35
56 H 0.556 -4.792 2.778  0.30
57 H -0.390 -4.857 1.185  0.24
58 H 0.070 -1.272 -3.558  0.38
59 H -3.222 4.041 -3.435  0.56
60 H -3.358 3.983 2.959  0.30
61 H -5.575 6.113 -1.174  0.34
62 H -5.057 5.486 -2.692  0.41
63 H -3.446 7.526 -1.058  0.31
64 H -4.345 7.902 -2.566  0.39
65 H -2.865 6.788 -2.479  0.28
66 H -4.452 6.834 0.770  0.32
67 H -3.979 6.089 2.224  0.41
68 H -6.591 5.481 0.960  0.33
69 H -6.287 6.327 2.480  0.36
70 H -5.823 4.635 2.444  0.12
71 H 0.162 -0.676 -5.463  0.40
72 H -0.487 0.649 -6.474  0.38
73 H -2.387 -1.540 -5.239  0.21
74 H -1.894 -1.690 -6.846  0.42
75 H -2.809 -0.226 -6.428  0.15
76 H -1.768 2.135 -6.654  0.31
77 H -1.863 3.642 -5.849  0.41
78 H -4.051 1.476 -6.075  0.21
79 H -4.192 2.938 -6.903  0.40
80 H -4.281 3.020 -5.176  0.25
81 H 1.523 -4.279 -1.367  0.02
82 H 1.552 -3.152 -2.693  0.49
83 H -0.897 -4.791 -1.726  0.27
84 H 0.262 -5.169 -3.096  0.46
85 H -0.820 -3.807 -3.209  0.01
86 O -0.294 -4.562 -6.491  -0.23
87 C -0.147 -3.690 -5.803  0.22
88 F 3.555 -2.525 3.837  -0.29
89 C 3.945 -3.917 3.645  -0.12
90 F 4.757 -4.106 4.790  -0.29
91 F 2.720 -4.521 4.202  -0.29
92 C 7.738 -7.124 1.509  -1.69
93 C 7.163 -5.735 1.257  1.15
94 C 7.781 -4.696 1.963  -1.16
95 C 7.375 -3.395 1.916  1.66
96 C 8.143 -2.324 2.653  -2.02
97 C 6.331 -3.047 1.058  -1.13
98 Te 5.770 -1.029 1.093  0.61
99 C 5.697 -4.110 0.379  1.91
100 C 4.451 -3.723 -0.325  -1.10
101 C 6.100 -5.417 0.410  -1.05
102 H 8.678 -7.239 1.007  0.34
103 H 7.074 -7.856 1.144  0.41
104 H 7.808 -7.255 2.572  0.39
105 H 8.538 -5.061 2.684  0.15
106 H 8.964 -2.752 3.223  0.37
107 H 7.440 -1.815 3.343  0.40
108 H 8.440 -1.604 1.942  0.48
109 H 4.629 -2.993 -1.152  0.33
110 H 3.704 -3.298 0.303  0.03
111 H 3.939 -4.621 -0.765  0.23
112 H 5.476 -6.219 -0.054  0.18
113 F 7.122 -0.440 -0.127  -0.51
114 Te 1.955 4.070 -0.275  1.18
115 F 1.687 1.884 0.077  -0.75
116 F 3.068 3.844 -1.948  -0.56
117 F 0.709 3.450 -1.743  -0.55
118 F 1.832 5.854 -0.941  -0.49
119 O 0.252 4.104 0.569  -0.92

=====

[4]
Entry from OMol25: a single C3H6N2OS molecule at a distorted geometry (wB97M-V/def2-TZVPD).

Calculated values
- charge = 0
- energy (eV) = -19067.0263
- Kohn-Sham gap (alpha / beta) (eV) = 8.36 / 8.36
- SMILES string = CON1C=CSN1
- LUMO level (alpha / beta) (eV) = 0.62 / 0.62
- highest occupied orbital energy (alpha / beta) (eV) = -7.74 / -7.74
- energy above the lowest of the compared OMol25 structures with the same formula, charge and spin (kcal per mole) = 118.5

Last column: Mulliken charge in e.
Positions of all 13 atoms, in Å:
1 C 0.194 0.829 0.931  -0.31
2 C -0.905 1.492 1.328  -0.18
3 C 1.183 -0.709 -1.650  -0.57
4 N -1.197 -0.867 1.039  -0.39
5 N -0.028 -0.493 0.551  0.02
6 O -0.069 -0.526 -1.098  -0.34
7 S -2.308 0.493 1.340  -0.03
8 H 1.179 1.237 0.804  0.38
9 H -0.965 2.515 1.640  0.39
10 H 1.017 -1.123 -2.649  0.25
11 H 1.777 -1.420 -1.064  0.27
12 H 1.734 0.237 -1.743  0.22
13 H -1.612 -1.664 0.572  0.30

=====

[5]
Entry from OMol25: CHFN2O2S as an isolated structure at a distorted geometry (wB97M-V/def2-TZVPD).

Calculated values
- charge = 0
- energy (eV) = -21675.8150
- Kohn-Sham gap (alpha / beta) (eV) = 4.74 / 7.84
- LUMO level (alpha / beta) (eV) = -5.43 / -3.46
- highest occupied orbital energy (alpha / beta) (eV) = -10.17 / -11.30
- energy above the lowest of the compared OMol25 structures with the same formula, charge and spin (kcal per mole) = 91.0

Last column: Mulliken charge in e.
Positions of all 8 atoms, in Å:
1 C 1.520 -1.414 -0.078  0.53
2 N 2.717 -1.490 0.023  -0.34
3 N 0.329 -1.378 -0.375  -0.37
4 O -2.827 -1.609 0.029  -0.42
5 O -1.210 0.079 0.730  -0.43
6 F -3.368 0.704 -0.575  -0.26
7 S -2.643 -0.294 0.590  0.84
8 H -0.478 -0.713 0.191  0.45

=====

[6]
Entry from OMol25: a 2-piece molecular cluster, CH4OS overall at a distorted geometry (wB97M-V/def2-TZVPD).

Calculated values
- charge = 0
- energy (eV) = -13983.1468
- Kohn-Sham gap (eV) = 10.29
- SMILES string = C=O.S
- LUMO level (eV) = 0.56
- highest occupied orbital energy (eV) = -9.73
- energy above the lowest of the compared OMol25 structures with the same formula, charge and spin (kcal per mole) = 14.8

Last column: Mulliken charge in e.
Positions of all 7 atoms, in Å:
1 S 1.116 1.376 -0.973  -0.38
2 H 0.695 2.592 -0.522  0.18
3 H 1.862 0.831 0.091  0.18
4 O -1.813 -1.655 -0.302  -0.41
5 C -0.861 -1.214 0.307  0.05
6 H -0.257 -1.792 1.018  0.23
7 H -0.741 -0.138 0.382  0.15

=====

> Which formula does entry 1 have?

C2H4ClNO3

=====

> charge of number 2 (C9H29N10O18P)?

0